No. 1
115
Properties=species:S:1:pos:R:3:forces:R:3:mulliken_charge:R:1 method="wB97M-V/def2-TZVPD" homo_energy_ha=-0.131 charge=-2 de_lowest_kj_mol=218.8 e_lumo_ev=3.67 gap_ev=7.2 energy_ev=-179382.403
Rb -1.046 0.012 -0.049 -0.18 0.30 -0.05 0.01
O -0.829 3.110 3.471 -0.01 -0.02 0.27 -0.71
C -1.577 2.239 2.975 -1.73 -0.53 -1.96 0.40
O -2.331 2.338 1.944 1.50 0.11 1.53 -0.71
C -1.679 0.852 3.642 -0.37 0.75 -1.24 -0.36
C -2.024 0.747 4.961 0.25 -1.87 0.79 -0.23
C -2.209 -0.544 5.482 -0.03 0.94 -0.31 -0.45
C -2.106 -1.628 4.630 -0.54 -1.59 1.75 -0.52
C -1.654 -1.426 3.366 0.54 -0.02 -1.79 0.17
N -1.523 -0.207 2.842 0.55 0.18 0.43 0.72
C -1.141 -2.616 2.473 -1.81 -0.69 1.49 0.17
O -1.473 -3.776 2.899 0.98 1.70 -1.05 -0.86
O -0.483 -2.230 1.493 0.42 -0.88 -0.40 -0.36
H -2.067 1.591 5.596 0.00 0.85 0.43 0.54
H -2.357 -0.646 6.548 -0.39 -0.22 0.08 0.41
H -2.340 -2.683 4.923 0.51 1.10 -0.10 0.39
C -0.391 4.411 -1.141 -0.77 -0.08 1.28 -0.28
C 0.240 4.298 0.263 -0.53 0.26 0.20 -1.04
S 0.829 2.692 0.774 0.16 -1.34 0.05 0.47
C 2.621 2.728 0.583 0.18 0.97 1.17 -0.47
C 3.114 3.107 -0.782 -1.45 1.20 -0.43 -0.67
S 2.886 1.825 -2.002 -0.87 -0.97 -0.16 -0.08
C 2.300 2.772 -3.414 1.52 0.05 -0.75 -1.11
C 0.935 3.387 -3.524 -0.83 -0.80 1.45 0.66
S 0.582 4.923 -2.586 0.05 -0.59 0.31 -0.31
H -1.100 5.230 -0.997 -0.17 -0.06 -0.41 0.49
H -0.955 3.489 -1.254 -0.17 -0.08 -0.95 -0.03
H -0.521 4.503 1.082 0.69 -0.03 -1.17 0.39
H 0.999 5.050 0.270 0.86 0.51 0.72 0.53
H 3.125 1.768 0.857 -0.93 0.58 0.19 -0.12
H 2.941 3.518 1.336 0.10 -0.97 -0.87 0.22
H 4.161 3.170 -0.651 1.29 0.97 -0.25 0.56
H 2.563 4.043 -1.159 1.34 -1.17 0.57 0.16
H 2.400 2.075 -4.275 0.02 0.25 0.49 0.39
H 3.109 3.508 -3.528 -0.34 0.16 -0.38 0.58
H 0.180 2.597 -3.245 0.22 0.89 -0.35 -0.91
H 0.830 3.708 -4.543 -0.29 -0.04 -0.61 0.54
Br 4.819 2.831 4.109 -0.44 -0.57 0.03 -0.20
C 4.247 1.427 5.339 -0.62 1.08 -0.24 0.13
C 5.298 0.640 5.776 -0.32 0.64 -1.17 -0.29
C 5.097 -0.151 6.852 0.09 -1.69 1.37 -0.26
C 3.845 -0.148 7.451 -0.65 0.70 0.21 -0.69
C 2.756 0.578 6.964 0.03 0.06 -1.09 -0.50
C 2.913 1.374 5.822 1.54 -0.23 -0.58 0.03
I 1.301 2.147 4.684 0.18 0.20 0.58 0.23
H 6.180 0.601 5.161 0.41 0.14 0.23 0.35
H 5.878 -0.863 7.200 -0.64 0.73 -0.25 0.28
H 3.660 -0.662 8.357 0.08 -0.86 0.71 0.38
H 1.735 0.480 7.344 0.47 -0.10 0.25 0.39
C 2.889 -1.381 1.325 -0.88 0.18 0.96 -0.95
C 2.647 -1.438 2.840 0.13 -0.46 1.18 -0.07
N 2.949 -2.691 3.532 -0.65 -1.69 0.41 0.52
C 1.899 -3.778 3.493 0.53 1.35 -1.08 0.02
C 2.322 -5.044 2.722 0.35 0.74 0.62 -1.36
C 4.124 -2.865 4.232 -0.23 -0.36 0.06 0.97
C 4.133 -3.988 5.327 1.66 -0.29 -0.14 -1.33
N 5.204 -2.153 4.096 -0.85 -0.20 0.28 -0.91
H 1.964 -1.561 0.778 0.14 0.23 -0.17 0.15
H 3.642 -2.071 1.010 0.46 -0.70 -0.06 0.43
H 3.326 -0.402 1.201 -0.30 0.47 -0.79 0.19
H 1.635 -1.125 3.230 0.90 -0.06 -1.01 -0.01
H 3.396 -0.791 3.278 -0.32 0.77 0.22 -0.12
H 1.034 -3.328 2.973 0.57 -0.25 0.20 -0.51
H 1.550 -4.010 4.479 -0.10 -0.18 0.68 0.53
H 3.078 -4.753 1.962 -0.92 -0.35 -0.04 0.29
H 1.389 -5.502 2.390 0.36 -0.07 -0.58 0.43
H 2.826 -5.749 3.380 0.05 -0.12 0.13 0.37
H 3.241 -4.135 5.937 -0.24 0.42 -0.40 0.32
H 4.952 -3.692 6.022 -0.56 -0.10 -0.46 0.39
H 4.438 -5.023 4.987 -0.41 1.22 -0.15 0.26
H 5.031 -1.400 3.414 0.30 -0.54 0.14 0.24
C -4.396 2.427 -4.985 -1.04 -0.62 -1.28 -1.62
C -3.021 1.993 -5.548 -1.68 -0.34 0.89 2.06
C -2.006 3.099 -5.371 1.31 -0.64 1.27 -1.27
C -3.232 1.671 -7.032 1.20 0.41 -0.49 -1.86
O -2.612 0.801 -4.882 0.03 -0.02 -1.32 -0.12
Si -2.386 0.364 -3.293 0.92 1.00 -0.11 -2.34
O -1.599 1.427 -2.468 0.24 0.39 0.11 1.21
O -3.842 0.054 -2.645 -1.15 -1.03 0.79 -0.07
C -4.749 -1.033 -2.391 1.63 -0.03 -0.53 1.70
C -5.040 -1.814 -3.686 -0.08 -0.34 -0.08 -1.40
C -6.012 -0.390 -1.938 -0.57 -1.95 1.30 -1.86
C -4.269 -2.074 -1.313 0.46 0.78 -2.00 -1.43
O -1.619 -1.096 -3.343 0.85 -2.14 -0.97 0.78
C -0.392 -1.597 -3.976 -0.68 1.78 -0.33 2.00
C 0.326 -2.540 -3.056 -1.28 -0.76 0.84 -1.87
C 0.539 -0.388 -4.160 1.53 -0.58 0.93 -1.12
C -0.639 -2.329 -5.311 -1.45 -2.19 0.53 -1.89
H -4.696 3.354 -5.454 0.10 0.61 -0.26 0.56
H -4.386 2.626 -3.930 -0.01 -0.38 0.62 0.34
H -5.253 1.729 -5.318 1.46 0.55 0.92 0.24
H -2.353 4.045 -5.750 -0.10 0.41 -0.26 0.43
H -1.056 2.799 -5.844 -0.32 0.19 -0.24 0.30
H -1.703 3.191 -4.296 -0.71 0.03 -0.69 -0.01
H -3.821 2.405 -7.606 0.24 0.22 0.55 0.35
H -3.785 0.743 -7.153 0.41 -0.37 0.04 0.39
H -2.197 1.685 -7.470 -1.03 -0.64 -0.07 0.34
H -5.487 -1.134 -4.443 -0.11 -0.60 0.48 0.25
H -5.653 -2.707 -3.398 -0.07 0.93 -0.63 0.44
H -4.154 -2.249 -4.156 0.28 0.29 0.27 0.20
H -6.354 0.327 -2.622 -0.71 0.76 -1.16 0.41
H -5.934 0.085 -0.978 0.38 0.30 0.53 0.40
H -6.680 -1.265 -1.786 -0.38 0.82 -0.25 0.37
H -3.309 -2.513 -1.655 -0.15 0.64 0.64 0.18
H -4.954 -2.893 -1.458 -0.50 -0.34 0.74 0.50
H -4.293 -1.623 -0.325 0.27 -0.33 0.14 0.36
H 0.249 -2.193 -2.019 0.80 0.27 -0.24 0.29
H 1.300 -2.660 -3.497 0.67 -0.19 0.56 0.50
H -0.151 -3.527 -2.979 -0.06 0.08 -0.41 0.41
H 0.605 0.186 -3.223 -0.18 -0.32 -0.07 0.00
H 0.238 0.339 -4.890 -0.23 0.06 -0.73 0.20
H 1.584 -0.789 -4.319 -0.96 0.66 -0.36 0.44
H -1.393 -3.185 -5.114 0.82 1.39 -0.18 0.32
H 0.211 -2.910 -5.718 0.16 0.65 0.51 0.34
H -1.037 -1.755 -6.128 -0.22 0.66 -0.09 0.27

---

No. 2
107
Properties=species:S:1:pos:R:3:forces:R:3:mulliken_charge:R:1 method="wB97M-V/def2-TZVPD" homo_energy_ha="-0.151 / -0.115" charge=-1 de_lowest_kj_mol=30.0 e_lumo_ev="2.18 / 2.18" gap_ev="6.3 / 5.3" energy_ev=-64751.952
Ba 0.386 0.095 -0.268 0.70 1.98 2.49 0.63
N 2.921 0.031 1.444 -0.25 0.27 0.27 0.27
C 4.173 -0.388 0.854 0.33 -0.37 -0.10 -1.05
C 3.885 -1.583 -0.058 0.35 0.35 0.37 0.11
N 2.925 -1.203 -1.066 -0.07 -0.49 -0.19 0.68
C 3.465 -0.675 -2.298 0.18 0.44 -0.08 -0.74
C 3.425 0.856 -2.364 0.47 -0.32 -0.22 -0.82
N 2.060 1.305 -2.238 -0.23 0.28 -0.32 0.15
H 2.987 0.939 1.885 -0.02 -0.01 0.08 0.15
H 2.632 -0.645 2.141 -0.10 0.05 0.11 -0.26
H 4.937 -0.666 1.601 -0.08 0.04 -0.17 0.53
H 4.579 0.430 0.256 0.02 0.03 0.08 0.28
H 3.461 -2.381 0.551 0.06 -0.02 -0.02 -0.41
H 4.835 -1.945 -0.488 -0.13 -0.04 0.00 0.39
H 2.275 -1.950 -1.263 -0.01 -0.13 -0.09 -0.18
H 2.863 -1.049 -3.128 0.03 -0.09 -0.10 0.39
H 4.509 -0.996 -2.444 -0.11 -0.07 -0.10 0.28
H 3.908 1.166 -3.310 -0.05 -0.01 0.23 0.44
H 3.995 1.289 -1.541 0.07 0.00 -0.04 0.32
H 1.513 0.963 -3.023 -0.02 0.18 -0.07 -0.15
H 1.997 2.316 -2.214 -0.10 -0.05 -0.01 -0.02
C -3.395 0.875 2.620 0.01 0.03 -0.12 -1.24
C -3.800 1.070 1.188 0.03 0.01 0.00 1.38
C -4.831 1.942 0.873 -0.07 0.01 -0.01 -0.91
C -5.259 2.096 -0.432 -0.08 0.08 -0.08 -0.98
C -4.642 1.373 -1.437 -0.10 0.09 0.02 -0.80
C -3.609 0.492 -1.161 -0.07 0.04 0.16 1.59
C -3.017 -0.324 -2.264 0.08 0.04 0.07 -0.67
C -3.169 0.341 0.165 -0.47 0.32 -0.07 -1.96
N -2.110 -0.512 0.464 0.20 0.48 0.00 2.23
C -2.347 -1.713 0.936 -0.27 -0.90 0.17 0.35
C -3.753 -2.270 1.016 0.14 0.14 -0.01 -2.16
C -1.284 -2.570 1.325 -0.81 -0.52 0.19 0.54
C -1.641 -3.972 1.761 0.03 0.15 0.03 -2.32
N -0.033 -2.159 1.346 0.53 0.69 -0.12 0.85
C 1.001 -3.038 1.619 0.39 -0.43 0.09 -0.93
C 1.704 -2.959 2.837 -0.06 0.05 0.03 1.10
C 1.235 -2.048 3.937 -0.02 0.00 -0.12 -1.55
C 2.804 -3.774 3.065 0.13 -0.05 -0.15 -0.82
C 3.233 -4.679 2.108 0.06 0.01 0.09 -1.04
C 2.527 -4.783 0.921 -0.02 -0.16 0.08 -0.65
C 1.411 -4.000 0.667 0.20 0.13 0.11 1.35
C 0.681 -4.155 -0.627 -0.14 0.17 -0.03 -0.81
H -3.843 1.643 3.246 -0.02 0.05 0.08 0.46
H -2.313 0.925 2.720 0.12 -0.07 0.09 0.06
H -3.726 -0.099 2.986 0.08 -0.06 0.06 0.33
H -5.319 2.496 1.664 0.01 0.03 0.09 0.38
H -6.082 2.756 -0.664 -0.03 0.11 -0.02 0.39
H -4.976 1.481 -2.461 -0.05 -0.01 -0.10 0.41
H -3.689 -0.363 -3.120 0.00 -0.02 -0.05 0.42
H -2.802 -1.334 -1.924 0.05 -0.07 -0.10 0.02
H -2.072 0.106 -2.593 0.09 -0.06 -0.13 0.08
H -4.470 -1.547 0.638 -0.09 0.02 0.01 0.53
H -4.020 -2.517 2.043 -0.11 -0.07 0.08 0.43
H -3.847 -3.177 0.421 -0.05 -0.13 -0.02 0.37
H -2.368 -3.947 2.573 -0.08 -0.11 0.06 0.53
H -0.754 -4.499 2.108 -0.07 -0.08 0.01 0.44
H -2.082 -4.535 0.938 -0.08 -0.15 -0.01 0.35
H 0.511 -1.334 3.559 -0.06 0.08 0.05 -0.09
H 2.069 -1.507 4.386 0.03 0.04 0.06 0.48
H 0.765 -2.638 4.725 -0.09 0.02 0.09 0.45
H 3.328 -3.699 4.011 0.01 0.03 0.04 0.45
H 4.104 -5.294 2.289 0.02 -0.05 0.00 0.37
H 2.837 -5.505 0.176 0.04 -0.01 -0.08 0.43
H 1.307 -4.650 -1.366 0.03 -0.02 -0.10 0.54
H 0.367 -3.178 -1.014 0.05 -0.27 0.03 -0.88
H -0.216 -4.759 -0.496 -0.14 -0.05 -0.02 0.50
N 0.056 -1.374 -2.052 -0.04 -0.92 -1.14 -0.49
C -0.298 -1.839 -3.206 -0.36 -0.95 -1.95 0.21
C -1.065 -3.044 -3.386 0.12 0.24 0.74 -0.03
C -1.385 -3.532 -4.627 -0.03 -0.01 -0.41 -0.80
C -0.992 -2.876 -5.789 -0.06 -0.09 -0.20 -0.57
C -0.269 -1.695 -5.665 -0.17 -0.26 -0.36 -0.78
C 0.066 -1.190 -4.436 0.21 0.34 0.65 -0.35
H -1.398 -3.562 -2.495 0.00 -0.03 -0.01 0.37
H -1.957 -4.453 -4.710 0.03 0.09 0.10 0.36
H -1.254 -3.268 -6.763 0.00 0.00 -0.02 0.36
H 0.034 -1.163 -6.562 0.01 0.03 0.09 0.39
H 0.623 -0.261 -4.369 -0.01 -0.02 -0.08 0.22
C -1.308 5.476 -0.104 0.42 -0.45 0.03 -1.19
Si 0.089 4.307 -0.699 0.20 0.03 0.05 0.21
C -0.673 3.661 -2.348 0.31 0.12 0.54 -0.87
C 1.490 5.518 -1.274 -0.43 -0.49 0.22 -1.28
C 0.703 2.980 0.463 -0.84 1.31 0.53 -0.20
Si 0.496 3.196 2.299 0.22 0.14 -0.07 0.02
C 0.562 1.543 3.290 0.01 0.43 -0.40 -0.19
C 1.872 4.239 3.178 -0.39 -0.30 -0.38 -1.30
C -1.135 4.004 2.873 0.40 -0.19 -0.31 -1.04
H -1.666 6.109 -0.913 0.06 0.03 -0.24 0.39
H -0.981 6.126 0.702 0.06 0.11 0.17 0.27
H -2.152 4.895 0.252 -0.24 -0.10 0.13 0.28
H -0.868 4.485 -3.032 -0.03 0.17 -0.08 0.42
H -1.619 3.167 -2.146 -0.23 -0.14 0.07 0.08
H -0.041 2.950 -2.872 0.17 -0.20 -0.15 0.18
H 1.130 6.309 -1.926 -0.20 0.11 -0.17 0.32
H 2.269 4.986 -1.813 0.24 -0.15 -0.12 0.34
H 1.957 5.991 -0.415 0.09 0.04 0.22 0.30
H 1.773 2.849 0.269 0.26 -0.15 -0.11 0.20
H 1.574 1.289 3.594 0.22 -0.07 0.04 0.54
H 0.179 0.722 2.692 -0.15 -0.31 -0.06 -0.70
H -0.038 1.597 4.196 -0.11 0.06 0.12 0.59
H 2.856 3.808 3.008 0.21 -0.13 -0.08 0.31
H 1.736 4.315 4.256 -0.13 -0.07 0.20 0.32
H 1.896 5.248 2.776 -0.02 0.23 -0.12 0.29
H -1.975 3.597 2.322 -0.30 -0.11 -0.14 0.03
H -1.117 5.074 2.699 -0.02 0.25 -0.06 0.39
H -1.321 3.847 3.933 0.10 -0.12 0.19 0.42